Entry 1:
Density functional theory data (ωB97M-V/def2-TZVPD) for one molecule with the formula C5H10N2 at a distorted geometry.

Geometry as XYZ:
```
17
Properties=species:S:1:pos:R:3:forces:R:3
C -2.1870 1.9654 -0.0487 0.1 0.3 0.1
C -1.0745 1.0690 -0.4736 1.0 1.5 -0.1
C 0.1903 1.1632 0.0215 -1.4 -0.8 0.2
C 0.8760 -0.1344 0.1311 -0.8 -1.2 -1.1
N 2.2171 -0.2014 0.4112 0.1 0.2 0.0
N 0.0779 -1.1465 -0.0367 0.8 0.1 0.3
C 0.5903 -2.5033 -0.0517 -0.1 0.4 0.3
H -1.8994 2.5829 0.8087 0.0 0.0 -0.2
H -3.0233 1.3399 0.2848 0.0 0.1 -0.2
H -2.5365 2.6079 -0.8587 -0.2 0.0 0.0
H -1.3058 0.3650 -1.2699 0.1 -0.3 0.7
H 0.5314 1.9890 0.6319 -0.2 0.1 0.2
H 2.7713 0.6218 0.2205 0.0 -0.4 0.0
H 2.6671 -1.1041 0.3664 0.0 0.3 0.0
H 1.3914 -2.6527 -0.7807 0.2 -0.1 -0.1
H -0.2310 -3.1805 -0.3032 0.2 0.1 0.0
H 0.9446 -2.7811 0.9470 0.2 -0.2 0.0
```
Positions in Å, forces in eV/Å.

Its net charge is 0. The gap between HOMO and LUMO is 9.3 eV. Its relative energy (zero: lowest compared OMol25 entry of this formula, charge and spin) is 122.12 kJ/mol. The highest occupied orbital energy is -8.217 eV.

***

Entry 2:
Density functional theory data (ωB97M-V/def2-TZVPD) for a 2-piece molecular cluster, C5H10N2 overall.

Geometry as XYZ:
```
17
Properties=species:S:1:pos:R:3:forces:R:3
C -0.6252 -1.8623 -0.6715 -0.4 0.4 0.1
C -1.7071 1.5506 -0.1005 0.1 -0.1 0.0
C 1.7443 -0.9166 -0.4863 -0.3 0.7 0.4
C -0.8404 0.3298 -0.1728 0.1 0.2 0.5
C 0.8515 1.0037 1.3673 0.1 0.0 -0.1
N -1.2395 -0.7289 -0.8772 0.3 -0.5 -0.4
N 0.3893 0.3526 0.3536 0.0 -0.8 -0.6
H -0.2279 -2.1619 0.2935 0.1 0.2 0.0
H -0.7286 -2.6403 -1.4208 0.0 0.0 0.0
H -2.4413 1.5107 -0.9041 0.0 0.0 0.0
H -1.1062 2.4597 -0.1839 0.0 0.0 0.0
H -2.2471 1.5998 0.8502 0.0 0.0 0.0
H 1.9114 1.2254 1.4150 0.0 0.0 -0.1
H 0.2132 1.3128 2.1878 -0.1 -0.1 -0.1
H 1.6655 -1.5037 -1.3932 -0.2 0.0 0.1
H 2.0136 -1.4784 0.3997 0.0 0.0 -0.1
H 2.3748 -0.0531 -0.6567 0.1 0.0 0.1
```
Positions in Å, forces in eV/Å.

Its net charge is 0. The gap between HOMO and LUMO is 7.5 eV. Its relative energy (zero: lowest compared OMol25 entry of this formula, charge and spin) is 447.62 kJ/mol. The highest occupied orbital energy is -6.765 eV.

***

Entry 3:
Density functional theory data (ωB97M-V/def2-TZVPD) for one molecule with the formula C5H10N2 at a distorted geometry.

Geometry as XYZ:
```
17
Properties=species:S:1:pos:R:3:forces:R:3
C 1.5751 -0.6100 -0.0224 -1.9 -1.5 -0.8
C -0.0777 -0.4998 0.0171 2.3 -1.2 0.5
C -0.5379 -0.1961 -1.3752 0.5 -0.2 0.3
C -0.7144 -1.7452 0.5407 1.7 1.5 -0.9
N -1.1336 -2.6774 1.0368 -0.8 -1.3 0.6
C -0.4452 0.5892 0.9903 0.9 0.5 0.5
N -0.3533 1.8476 0.2422 1.9 1.3 3.7
H 1.9966 -0.8244 -1.0260 -0.6 -0.3 0.4
H 1.9897 0.3272 0.2093 0.2 1.4 0.6
H 1.9202 -1.3685 0.6830 0.0 0.1 -0.1
H 0.0133 0.7050 -1.5996 0.4 -0.2 -1.0
H -0.2626 -1.1030 -1.8922 -0.2 0.3 -1.1
H -1.5753 0.0611 -1.4385 -0.8 -0.3 -0.1
H 0.3341 0.5845 1.8008 -0.9 0.2 -0.6
H -1.3838 0.2310 1.4191 -0.5 1.0 0.2
H -1.0325 1.9615 -0.4247 -2.0 0.3 -1.6
H -0.3125 2.7175 0.8392 -0.2 -1.6 -0.8
```
Positions in Å, forces in eV/Å.

Its net charge is 0. The gap between HOMO and LUMO is 10.6 eV. Its relative energy (zero: lowest compared OMol25 entry of this formula, charge and spin) is 103.69 kJ/mol. The highest occupied orbital energy is -9.831 eV.

***

Entry 4:
Density functional theory data (ωB97M-V/def2-TZVPD) for one molecule with the formula C5H10N2 at a distorted geometry.

Geometry as XYZ:
```
17
Properties=species:S:1:pos:R:3:forces:R:3
C 0.6928 1.1375 -1.9625 0.2 -1.1 1.3
N 0.8154 0.5842 -0.8185 -0.5 2.1 0.4
C -0.1563 0.8897 0.2084 -0.5 -1.2 -0.4
C -0.3254 2.1182 0.7285 1.6 0.0 -1.9
C -0.9557 -0.2961 0.5869 -2.1 -0.8 1.9
C -0.2106 -1.5270 1.1372 -0.1 0.0 -1.4
N 0.2348 -2.3506 -0.0044 0.4 1.0 0.4
H -0.2994 1.4041 -2.3048 0.0 0.9 -0.3
H 1.6112 1.2437 -2.5242 -0.3 -0.3 -0.8
H -0.4784 2.3527 1.7637 -1.1 -0.1 0.1
H 0.0662 2.8868 0.0505 0.3 0.2 0.9
H -1.8055 -0.0728 1.2601 0.9 0.7 0.8
H -1.6808 -0.5144 -0.2013 0.9 -0.5 -0.9
H 0.5565 -1.0724 1.7697 0.6 -0.6 -0.2
H -0.7647 -2.1873 1.7936 -0.7 0.3 0.1
H 1.1872 -2.1427 -0.2528 0.1 -0.4 -0.2
H -0.0127 -3.3216 -0.0082 0.3 -0.1 0.4
```
Positions in Å, forces in eV/Å.

Its net charge is 0. The gap between HOMO and LUMO is 9.6 eV. Its relative energy (zero: lowest compared OMol25 entry of this formula, charge and spin) is 265.55 kJ/mol. The highest occupied orbital energy is -8.493 eV.

***

Entry 5:
Density functional theory data (ωB97M-V/def2-TZVPD) for one molecule with the formula C5H10N2 at a distorted geometry.

Geometry as XYZ:
```
17
Properties=species:S:1:pos:R:3:forces:R:3
C 1.5218 -1.7342 -0.6412 0.0 0.0 0.1
C 0.4544 -1.1918 -0.5535 0.0 0.2 0.0
C -0.8578 -0.5209 -0.4321 -0.2 0.1 -0.2
C -1.7963 -1.3239 0.4684 -0.3 -0.5 0.2
N -0.8113 0.8835 0.0311 0.2 -0.8 0.4
N 0.3263 1.2312 0.8717 -0.1 0.9 -0.6
C 1.3733 1.8707 0.0738 0.3 -0.3 0.1
H 2.4775 -2.2021 -0.7101 -0.1 0.0 0.0
H -1.3080 -0.5080 -1.4330 0.1 0.0 0.1
H -2.8388 -1.0389 0.2847 0.3 0.1 0.1
H -1.7096 -2.4001 0.2778 0.0 0.2 0.0
H -1.5866 -1.1610 1.5315 0.1 0.1 -0.2
H -0.9318 1.5254 -0.7536 0.6 -0.1 0.6
H 0.7085 0.4219 1.3696 -0.6 0.1 -0.6
H 1.6615 1.2784 -0.8009 0.0 0.0 -0.1
H 1.0479 2.8578 -0.2705 -0.1 -0.1 0.1
H 2.2691 2.0121 0.6863 -0.2 0.0 0.0
```
Positions in Å, forces in eV/Å.

Its net charge is 0. The gap between HOMO and LUMO is 9.1 eV. Its relative energy (zero: lowest compared OMol25 entry of this formula, charge and spin) is 332.18 kJ/mol. The highest occupied orbital energy is -8.033 eV.

***

Entry 6:
Density functional theory data (ωB97M-V/def2-TZVPD) for C5H10N2 as an isolated structure at a distorted geometry.

Geometry as XYZ:
```
17
Properties=species:S:1:pos:R:3:forces:R:3
C 0.4490 1.1104 -1.2784 -0.1 -0.1 0.0
C -1.6652 -0.1825 -1.2272 0.1 0.0 -0.1
C -0.2530 0.0850 0.8322 0.2 0.0 0.2
C -0.4310 0.3832 -0.5911 0.2 0.1 -0.4
N -1.3121 -0.5743 1.5175 -0.2 -0.2 0.2
C 0.8907 0.3235 1.4370 -0.1 -0.2 0.0
N 1.8927 0.6842 2.0280 0.3 0.6 0.3
H -1.1127 -0.6682 2.5057 -0.1 0.0 -0.1
H -2.1946 -0.0921 1.3914 0.1 0.0 0.1
H 2.6903 0.0618 2.1307 -0.2 -0.3 -0.1
H 2.4133 -1.4887 -0.4333 0.7 0.0 -0.9
H 0.3144 1.3080 -2.3267 -0.1 0.0 -0.2
H 1.3277 1.5243 -0.8160 0.2 0.1 0.1
H -1.7966 -1.2228 -0.9369 -0.1 -0.1 0.0
H -2.5498 0.3707 -0.9094 -0.1 0.0 0.0
H 2.9307 -1.5062 -1.0142 -0.8 0.0 0.9
H -1.5938 -0.1161 -2.3093 0.0 0.0 -0.1
```
Positions in Å, forces in eV/Å.

Its net charge is 0. The gap between HOMO and LUMO is 8.4 eV. Its relative energy (zero: lowest compared OMol25 entry of this formula, charge and spin) is 272.68 kJ/mol. The highest occupied orbital energy is -7.437 eV.

***

Entry 7:
Density functional theory data (ωB97M-V/def2-TZVPD) for one molecule with the formula C5H10N2.

Geometry as XYZ:
```
17
Properties=species:S:1:pos:R:3:forces:R:3
C -1.9515 -0.0199 0.7332 -0.2 -0.5 -0.3
N -1.7407 -0.8911 -0.2753 -0.2 0.7 0.1
C -0.4136 -0.9296 -0.3524 0.3 0.2 0.7
N 0.2619 -2.0851 -0.6689 0.0 0.0 0.0
C 0.2193 0.2717 0.1019 0.0 -0.4 -0.3
C 1.6118 0.1872 0.6748 0.0 -0.1 -0.2
C -0.0514 1.5829 -0.6090 -0.1 0.0 0.2
H -2.8427 0.6069 0.7022 0.0 0.0 0.0
H -1.5451 -0.1759 1.7258 0.3 0.0 -0.2
H -0.3161 -2.8662 -0.9368 0.1 0.1 0.0
H 1.1321 -2.0003 -1.1706 -0.1 0.0 0.0
H 1.7549 -0.7143 1.2717 0.0 0.0 0.0
H 2.3759 0.1905 -0.1171 0.0 0.0 0.0
H 1.8173 1.0587 1.3003 0.0 0.0 0.0
H 0.7445 1.7855 -1.3396 0.0 0.0 0.0
H -1.0046 1.5801 -1.1349 0.0 0.0 0.0
H -0.0523 2.4188 0.0947 0.0 0.0 0.0
```
Positions in Å, forces in eV/Å.

Its net charge is 0. The gap between HOMO and LUMO (spin up / spin down) is 8.5 / 8.5 eV. Its relative energy (zero: lowest compared OMol25 entry of this formula, charge and spin) is 227.79 kJ/mol. The highest occupied orbital energy (spin up / spin down) is -7.540 / -7.541 eV.

***

Entry 8:
Density functional theory data (ωB97M-V/def2-TZVPD) for an isolated ion of composition C5H10N2 and charge +2 at a distorted geometry.

Geometry as XYZ:
```
17
Properties=species:S:1:pos:R:3:forces:R:3
C 2.1052 -1.0936 0.5972 -2.8 -0.2 -1.4
C -0.2405 -0.5635 0.2013 2.7 -1.1 -1.0
C 1.3421 1.0431 -0.0757 2.8 -0.5 -0.3
C -0.8852 1.7134 -0.5107 -2.3 -0.4 -1.4
C -1.1195 -1.7055 0.0209 2.3 0.7 0.7
N 2.2903 0.1624 0.0959 1.5 3.3 0.4
N 0.0366 0.6421 -0.1263 -0.9 -0.1 1.1
H 1.5890 -1.2166 1.4924 -0.2 0.1 2.0
H 2.4652 -1.9402 0.0799 0.7 -0.7 -0.6
H 1.6773 2.0582 -0.3039 -0.7 0.0 0.1
H -0.6508 2.5931 0.0680 -0.2 0.2 0.1
H -0.7299 1.8557 -1.5872 0.0 0.4 0.2
H -1.9572 1.3570 -0.4173 1.3 0.6 0.3
H -1.9079 -1.8075 0.6829 -1.9 0.0 1.4
H -1.4381 -1.6772 -0.9918 -0.5 -0.1 -1.2
H -0.3966 -2.4863 0.2227 -0.5 -0.9 -0.4
H 3.2721 0.6119 0.0450 -1.4 -1.2 -0.1
```
Positions in Å, forces in eV/Å.

Its net charge is +2. The gap between HOMO and LUMO (spin up / spin down) is 7.9 / 8.0 eV. Its relative energy (zero: lowest compared OMol25 entry of this formula, charge and spin) is 370.48 kJ/mol. The highest occupied orbital energy (spin up / spin down) is -19.246 / -19.055 eV.

***

Entry 9:
Density functional theory data (ωB97M-V/def2-TZVPD) for a 2-piece molecular cluster, C5H10N2O overall at a distorted geometry.

Geometry as XYZ:
```
18
Properties=species:S:1:pos:R:3:forces:R:3
C -0.4845 1.1271 -1.5794 0.8 -0.9 0.0
C -1.3544 0.5407 -0.4986 -0.9 2.1 1.9
O -2.6876 0.6859 -0.9351 -0.4 0.0 0.0
C -1.1858 0.7325 0.8430 -0.3 0.4 -2.2
N -1.2691 0.8996 2.0563 1.1 -1.0 0.2
H -0.7506 0.6940 -2.5438 0.1 -0.1 0.0
H 0.5557 0.9210 -1.3448 -0.1 0.1 -0.3
H -0.6072 2.2059 -1.6665 -0.3 0.1 0.2
H -3.3022 0.7317 -0.1941 0.1 -0.1 0.0
H -0.8724 1.7741 2.4202 -0.8 0.1 -0.3
C 0.4490 -2.0409 -0.0055 0.0 0.5 1.2
N 0.8701 -0.8525 -0.0013 3.1 0.3 1.0
C 2.2654 -0.6087 0.6780 -1.0 -1.5 -0.4
H -0.5269 -2.2317 -0.4304 -0.1 -0.1 -0.3
H 0.8966 -2.8262 0.6100 0.3 -0.2 -0.4
H 2.2505 -0.0388 1.6042 -0.7 0.2 -0.1
H 3.0198 -0.1508 0.0427 -0.6 0.3 -0.6
H 2.7337 -1.5629 0.9450 -0.3 -0.2 0.0
```
Positions in Å, forces in eV/Å.

Its net charge is 0. The gap between HOMO and LUMO is 8.3 eV. Its relative energy (zero: lowest compared OMol25 entry of this formula, charge and spin) is 443.66 kJ/mol. The highest occupied orbital energy is -7.400 eV.

***

Entry 10:
Density functional theory data (ωB97M-V/def2-TZVPD) for C5H10N2O as an isolated structure at a distorted geometry.

Geometry as XYZ:
```
18
Properties=species:S:1:pos:R:3:forces:R:3
C -0.3838 -1.1594 1.1549 0.8 0.5 0.3
C -1.5601 0.8484 -1.2143 -1.2 -0.6 -0.8
N -0.2406 1.1887 -1.1225 2.1 -0.8 0.5
O -0.7995 -1.9822 0.1194 0.0 -0.2 -0.5
H -1.0432 -1.4254 -0.6396 -0.2 0.0 0.2
H -0.0538 1.8745 -0.3846 0.0 -0.1 -0.5
H 0.1729 1.4636 -2.0161 -0.2 0.1 0.5
H -0.1818 -1.8020 2.0161 -0.1 0.1 -0.1
H -1.1583 -0.4372 1.4463 0.2 0.0 -0.1
H -2.0786 0.6747 -0.2916 -0.1 0.1 0.3
H -1.8010 0.1732 -2.0402 0.0 0.3 0.2
C 0.9899 -0.3938 0.8114 -0.9 -1.2 0.0
C 1.1182 -0.0552 -0.6488 -0.6 1.0 -0.5
C 1.0745 0.7871 1.6312 0.2 0.4 0.3
N 1.1171 1.7457 2.2603 0.0 0.2 0.1
H 1.8095 -1.0664 1.1002 -0.1 0.1 0.0
H 0.9910 -0.9240 -1.2942 -0.2 0.2 0.0
H 2.0277 0.4898 -0.8877 0.1 0.0 0.0
```
Positions in Å, forces in eV/Å.

Its net charge is 0. The gap between HOMO and LUMO is 7.3 eV. Its relative energy (zero: lowest compared OMol25 entry of this formula, charge and spin) is 451.51 kJ/mol. The highest occupied orbital energy is -6.787 eV.

***

Entry 11:
Density functional theory data (ωB97M-V/def2-TZVPD) for a 2-piece molecular cluster, C5H10N2O overall at a distorted geometry.

Geometry as XYZ:
```
18
Properties=species:S:1:pos:R:3:forces:R:3
C 1.6648 0.6149 -0.7809 0.7 3.3 -0.2
C 0.2738 1.1087 -0.4842 -0.5 1.1 2.2
C -0.1815 1.5749 0.7797 5.1 -1.4 0.5
N -1.4399 1.9002 0.7040 -1.9 -0.5 -4.1
C -1.8203 1.6739 -0.7054 0.7 -0.1 2.3
N -0.7647 1.2196 -1.3517 -1.0 -0.1 0.0
H 1.8656 0.5781 -1.8585 0.1 1.3 0.0
H 1.7626 -0.4005 -0.6902 0.3 -2.6 1.6
H 2.4661 1.2576 -0.1650 -1.6 -1.8 -1.6
H 0.4757 1.6543 1.7323 -1.6 0.0 -1.8
H -1.9368 2.2778 1.4539 -1.2 0.6 0.8
H -2.8752 1.6722 -1.0334 1.0 0.3 0.2
C 0.9256 -2.8536 0.1916 -3.5 1.1 -0.9
O 0.6875 -3.7843 1.1906 -0.8 -0.8 2.9
H -0.0404 -2.2408 0.0054 1.6 -0.5 0.2
H 1.1151 -3.3550 -0.7394 -0.2 -0.8 -0.4
H 1.7568 -2.2169 0.2609 1.2 1.0 1.1
H 0.1688 -3.5046 2.0382 1.6 -0.1 -2.8
```
Positions in Å, forces in eV/Å.

Its net charge is 0. The gap between HOMO and LUMO is 8.9 eV. Its relative energy (zero: lowest compared OMol25 entry of this formula, charge and spin) is 233.67 kJ/mol. The highest occupied orbital energy is -8.189 eV.

***

Entry 12:
Density functional theory data (ωB97M-V/def2-TZVPD) for one molecule with the formula C5H10N2O at a distorted geometry.

Geometry as XYZ:
```
18
Properties=species:S:1:pos:R:3:forces:R:3
C 1.1978 0.8801 0.8020 -0.6 0.0 0.4
C 0.2761 0.5011 -1.5486 -0.4 -0.9 1.1
C 0.6602 -1.5139 0.0085 -0.3 0.2 0.0
N 0.3233 1.9186 1.3360 1.7 1.5 0.2
C -1.0204 0.3157 0.5781 0.0 0.8 0.5
C 0.2923 -0.0352 -0.0490 0.5 0.6 -0.9
N -2.2501 -0.2290 0.2959 0.3 0.2 0.2
O -0.9227 1.4071 1.2725 -1.4 -2.1 -1.0
H -2.2627 -1.2371 0.2231 0.0 0.1 0.0
H -3.0063 0.1387 0.8551 0.0 0.0 0.0
H 2.0080 1.3375 0.2361 0.0 0.0 -0.1
H 1.6500 0.3271 1.6410 0.0 -0.3 0.0
H 1.2022 0.2375 -2.0474 0.2 0.0 0.0
H 0.1363 1.5706 -1.5915 0.0 0.3 0.2
H -0.5502 0.0211 -2.0613 -0.1 0.0 -0.3
H 0.6003 -1.8964 1.0323 0.0 0.1 -0.1
H -0.0110 -2.0990 -0.6284 0.1 -0.1 0.0
H 1.6769 -1.6445 -0.3544 0.1 -0.1 0.0
```
Positions in Å, forces in eV/Å.

Its net charge is 0. The gap between HOMO and LUMO (spin up / spin down) is 6.9 / 7.3 eV. Its relative energy (zero: lowest compared OMol25 entry of this formula, charge and spin) is 374.15 kJ/mol. The highest occupied orbital energy (spin up / spin down) is -6.296 / -6.683 eV.

***

Entry 13:
Density functional theory data (ωB97M-V/def2-TZVPD) for one molecule with the formula C5H10N2O at a distorted geometry.

Geometry as XYZ:
```
18
Properties=species:S:1:pos:R:3:forces:R:3
C -2.4820 -0.0635 -0.3928 0.9 2.1 2.2
N -1.8695 0.2325 0.7808 -4.6 -0.3 -4.5
N -0.7569 -0.1841 1.2211 4.0 -1.4 1.0
C 0.4403 -0.3994 0.4038 0.0 1.4 -0.3
C 0.6686 -1.5376 -0.5151 2.2 1.8 -2.0
C 1.7416 0.3206 0.6949 2.9 -3.8 3.5
C 0.9404 0.8889 -0.2802 -4.4 2.5 -5.1
O 0.2253 2.2111 -0.2544 3.7 -1.3 2.5
H -2.1594 -0.5934 -1.3653 -0.1 0.7 1.9
H -3.3848 0.6106 -0.3661 0.7 -1.4 -0.8
H -0.5404 0.3242 2.0533 0.2 0.0 0.6
H 1.4966 -0.9703 -1.2675 -2.1 -2.5 1.6
H 1.1761 -2.4154 -0.0945 -0.7 0.0 -0.2
H -0.2373 -1.6218 -1.0844 -0.2 -1.2 -0.5
H 1.6299 0.6822 1.6478 -0.1 1.9 2.2
H 2.7260 -0.3628 0.8473 -2.0 1.9 -1.6
H 0.9870 0.6382 -1.3418 1.0 0.5 0.3
H -0.6012 2.2400 -0.6870 -1.3 -0.9 -0.9
```
Positions in Å, forces in eV/Å.

Its net charge is 0. The gap between HOMO and LUMO is 9.2 eV. Its relative energy (zero: lowest compared OMol25 entry of this formula, charge and spin) is 591.58 kJ/mol. The highest occupied orbital energy is -8.359 eV.